Entry from OMol25: the ion C6H12NS with charge +1 in a non-equilibrium geometry (ωB97M-V/def2-TZVPD).

Cartesian coordinates (Å):
C1 1.940 1.332 -0.479
C2 1.133 0.408 -0.022
C3 -0.647 -0.917 -0.915
C4 -1.827 -1.157 0.072
C5 -1.487 1.320 0.577
C6 1.607 -0.671 0.790
N1 -0.128 0.356 -0.683
S1 -2.827 0.376 0.233
H1 1.632 2.021 -1.168
H2 2.942 1.561 0.003
H3 0.110 -1.830 -0.828
H4 -1.219 -1.014 -1.864
H5 -2.460 -1.913 -0.391
H6 -1.493 -1.510 1.025
H7 -0.758 1.042 1.269
H8 -1.750 2.399 0.507
H9 2.493 -1.164 0.307
H10 0.862 -1.480 1.130
H11 1.954 -0.320 1.782
H12 -0.075 1.159 -1.345

Energy (Eh): -688.3965
Relative energy (zero: lowest compared OMol25 entry of this formula, charge and spin) (kJ/mol): 292.52
HOMO level (eV): -13.199
Net charge: +1

The molecule's Mulliken atomic charges, reported in e, are given here: C -1.22; C 1.02; C -0.71; C -0.59; C -0.30; C -1.22; N -0.13; S 0.05; H 0.34; H 0.28; H 0.30; H 0.41; H 0.45; H 0.34; H 0.33; H 0.34; H 0.32; H 0.30; H 0.40; H 0.31